Computed, not measured: a molecular structure, C4HClN2 at a distorted geometry, with ωB97M-V with the def2-TZVPD basis set.

Each line ends with the Löwdin charge.
Geometry (Å):
1 C 2.055928 -0.646994 -0.028291  -0.099
2 C -1.574508 -0.074083 0.019544  -0.014
3 C 0.318501 -0.296199 -0.037578  -0.288
4 C -0.609056 0.876214 0.012541  -0.645
5 N 3.121064 -1.036942 -0.037990  0.082
6 N -0.539980 -1.221147 -0.074470  0.147
7 Cl -0.196028 2.514588 -0.063019  0.740
8 H -2.575922 -0.115436 0.209264  0.076

Forces on atoms 1 to 3 (eV/Å):
-6.696 1.675 -0.112
0.584 -5.021 -0.595
6.656 4.306 0.305

E_LUMO (spin up / spin down)   0.01650 / -0.10179 Eh
Multiplicity   3
Charge   0
M   112.519 g mol⁻¹
Energy relative to the best compared isomer or geometry (same formula, charge and spin)   29.4 kJ/mol
Gap between HOMO and LUMO (spin up / spin down)   8.638 / 8.797 eV

=====

Computed, not measured: a molecular structure, C4HCuLiO2 at a distorted geometry, with ωB97M-V with the def2-TZVPD basis set.

Each line ends with the Löwdin charge.
Geometry (Å):
1 C 0.609605 0.525182 0.755974  -0.179
2 C 1.803852 -0.013679 0.526854  -0.226
3 O 2.877112 -0.394335 0.289758  0.164
4 H 0.472334 0.895720 1.778266  0.113
5 O -2.698377 0.143308 -0.478955  -0.107
6 C -1.634795 0.736968 -0.567662  -0.381
7 C -0.406089 0.631227 -0.272632  -0.262
8 Li -1.205551 -1.833695 0.193458  0.657
9 Cu 0.181908 -0.690696 -2.225059  0.222

Forces on atoms 1 to 3 (eV/Å):
-0.189 0.416 0.312
0.432 0.449 -0.517
-0.634 -0.072 0.342

E_LUMO (spin up / spin down)   -0.03260 / -0.04259 Eh
Multiplicity   2
Charge   0
M   151.537 g mol⁻¹
Energy relative to the best compared isomer or geometry (same formula, charge and spin)   0.0 kJ/mol
Gap between HOMO and LUMO (spin up / spin down)   5.253 / 6.050 eV

=====

Computed, not measured: a molecular structure, C4HLiNiO2 at a distorted geometry, with ωB97M-V with the def2-TZVPD basis set.

Each line ends with the Löwdin charge.
Geometry (Å):
1 O -3.510756 -0.558677 -0.008642  -0.146
2 C -2.239293 -0.582597 0.036262  -0.407
3 C -1.221474 0.185441 -0.458452  -0.342
4 C -0.037159 0.469151 -1.022823  -0.233
5 Li 1.524339 -0.514772 -1.820162  0.420
6 C 1.750507 0.565114 0.266290  -0.320
7 O 1.428110 0.007085 1.391751  -0.339
8 Ni -0.331530 -0.813567 1.264682  0.370
9 H 2.637257 1.242823 0.351095  -0.003

Forces on atoms 1 to 3 (eV/Å):
3.002 -0.439 0.529
-2.330 1.047 -0.391
2.389 -0.156 -0.356

E_LUMO (spin up / spin down)   0.09011 / 0.10178 Eh
Multiplicity   4
Charge   -1
M   146.684 g mol⁻¹
Gap between HOMO and LUMO (spin up / spin down)   3.864 / 5.118 eV

=====

Computed, not measured: a molecular structure, C4HLiO4Tl at a distorted geometry, with ωB97M-V with the def2-TZVPD basis set.

Each line ends with the Löwdin charge.
Geometry (Å):
1 O -0.278155 -0.143522 0.818164  -0.188
2 C -1.367968 0.018166 0.564013  0.091
3 C 1.918208 1.785442 3.619351  -0.184
4 C 1.469374 1.355068 4.779831  -0.039
5 H 0.640375 0.810936 5.212928  0.118
6 Tl 2.109812 -0.191082 1.804205  0.968
7 O 2.298344 2.437920 5.463965  0.053
8 C 3.551727 2.326419 5.024470  -0.649
9 O 4.493010 2.958266 5.491153  -0.001
10 O 3.481777 1.935500 3.780778  -0.051
11 Li 6.093818 3.089704 4.561130  0.882

Forces on atoms 1 to 3 (eV/Å):
-0.718 0.082 -0.226
-0.052 0.001 -0.030
-0.033 -4.647 -4.701

E_LUMO   -0.14716 Eh
Charge   +1
M   324.372 g mol⁻¹
Energy relative to the best compared isomer or geometry (same formula, charge and spin)   324.8 kJ/mol
Gap between HOMO and LUMO   7.420 eV

=====

Computed, not measured: a molecular structure, C4HMgO4Rb at a distorted geometry, with ωB97M-V with the def2-TZVPD basis set.

Each line ends with the Löwdin charge.
Geometry (Å):
1 O 0.906786 -1.174250 0.013699  -0.015
2 C 0.621115 -1.872741 -0.828760  0.051
3 C 5.508655 -0.198603 3.138877  -0.172
4 C 5.401992 -0.097254 1.934841  0.125
5 H 5.326854 0.040385 0.868709  0.059
6 Rb 2.252462 0.993606 2.386019  0.900
7 O 5.567382 -1.136170 4.088312  0.101
8 C 4.422294 -1.288905 4.827690  -0.747
9 O 4.512077 -1.916964 5.884955  -0.049
10 O 3.466595 -0.517963 4.545038  -0.224
11 Mg 2.548034 -1.383394 6.517917  0.970

Forces on atoms 1 to 3 (eV/Å):
-0.025 -0.122 -0.164
0.061 0.174 0.218
-0.418 -2.403 -1.632

E_LUMO (spin up / spin down)   -0.13185 / -0.15216 Eh
Multiplicity   2
Charge   +1
M   222.821 g mol⁻¹
Gap between HOMO and LUMO (spin up / spin down)   6.761 / 9.316 eV

=====

Computed, not measured: 3 unconnected molecules or ions with the total composition C4HN7O4 at a distorted geometry, with ωB97M-V with the def2-TZVPD basis set.

Each line ends with the Löwdin charge.
Geometry (Å):
1 C 1.310643 0.298462 -0.117581  -0.073
2 C -0.084164 0.098371 -0.008729  -0.198
3 C -0.614003 1.442394 -0.045012  -0.169
4 C -2.077985 1.288558 0.053597  -0.329
5 N 1.518987 1.597213 -0.204684  -0.009
6 N -1.136057 -0.705341 0.093866  0.072
7 N 0.376776 2.285688 -0.175381  0.080
8 N -2.254751 -0.157385 0.146297  0.138
9 N -5.303166 0.390951 -1.030334  0.229
10 N -5.705760 0.964938 -0.175818  -0.336
11 N -2.217747 -3.229355 -0.020136  -0.121
12 O -2.992065 2.054531 0.063223  0.159
13 O -6.142297 1.544257 0.715295  0.110
14 O -3.373457 -3.128349 0.112746  0.178
15 O -1.242365 -2.572680 -0.053943  0.166
16 H 2.109474 -0.410548 -0.141170  0.101

Forces on atoms 1 to 3 (eV/Å):
-0.564 -0.211 0.010
0.760 1.380 -0.119
1.053 -1.110 -0.061

E_LUMO (spin up / spin down)   -0.11974 / -0.11974 Eh
Charge   0
M   211.097 g mol⁻¹
Energy relative to the best compared isomer or geometry (same formula, charge and spin)   0.0 kJ/mol
Gap between HOMO and LUMO (spin up / spin down)   6.418 / 6.419 eV

=====

Computed, not measured: C4HNO in the gas phase at a distorted geometry, with ωB97M-V with the def2-TZVPD basis set.

Each line ends with the Löwdin charge.
Geometry (Å):
1 O -1.790846 -1.021895 0.819235  0.101
2 C -1.352391 -0.185648 0.084333  -0.213
3 C 0.079794 0.202305 -0.190485  -0.126
4 C 0.865880 0.957683 -0.888819  0.184
5 C 1.569346 -0.048611 0.162335  -0.328
6 N 2.626461 -0.363850 0.558166  0.241
7 H -1.998241 0.460018 -0.544762  0.140

Forces on atoms 1 to 3 (eV/Å):
0.638 0.439 -0.340
-0.031 -0.317 0.282
0.425 0.450 -0.427

E_LUMO   -0.06120 Eh
Charge   0
M   79.058 g mol⁻¹
Energy relative to the best compared isomer or geometry (same formula, charge and spin)   249.4 kJ/mol
Gap between HOMO and LUMO   9.784 eV

=====

Computed, not measured: C4HNO in the gas phase at a distorted geometry, with ωB97M-V with the def2-TZVPD basis set.

Each line ends with the Löwdin charge.
Geometry (Å):
1 N -2.115853 -0.277955 2.686256  0.175
2 C -1.321251 -0.128241 1.855722  -0.215
3 C -0.398659 -0.042631 0.829245  0.003
4 C 0.358315 -0.108977 -0.106883  0.077
5 C 1.265414 0.180262 -1.217743  -0.255
6 O 1.817865 1.246730 -1.212595  0.089
7 H 1.395057 -0.548256 -2.040834  0.126

Forces on atoms 1 to 3 (eV/Å):
0.773 0.275 -0.726
-0.687 -0.299 0.660
0.098 -0.377 -0.280

E_LUMO   -0.04307 Eh
Charge   0
SMILES   N#CC#CC=O
M   79.058 g mol⁻¹
Energy relative to the best compared isomer or geometry (same formula, charge and spin)   5.2 kJ/mol
Gap between HOMO and LUMO   10.006 eV